1.
# C32H25Cl2GdN7OS2

A structure of composition C32H25Cl2GdN7OS2 (the ωB97M-V functional and the def2-TZVPD basis, the Open Molecules 2025 dataset).

XYZ file:
```
70
Properties=species:S:1:pos:R:3:forces:R:3
Gd -0.8672 0.0157 1.0532 -1.29 -0.88 -0.85
C -0.0673 -4.4712 -0.1447 0.42 -0.49 -0.08
C -0.8105 -3.3250 -0.0803 0.24 2.41 0.60
N -0.2174 -2.1063 -0.1518 0.59 -1.22 -1.58
C 1.0233 -2.0708 -0.7498 -1.99 -1.39 2.00
C 1.7120 -3.2734 -0.8686 -0.39 -1.03 0.57
N 1.2275 -4.4675 -0.4426 -0.06 1.35 -0.73
C 1.4834 -0.7506 -1.0962 1.53 2.88 0.09
C 2.6176 -0.5260 -1.8878 0.56 -0.11 0.10
C 2.9908 0.7848 -2.2994 -0.97 -0.58 2.02
C 2.2023 1.8743 -1.8259 0.20 -1.98 -0.80
C 1.1541 1.5618 -0.9841 0.66 -0.07 0.15
N 0.8648 0.3370 -0.5391 -0.04 -1.53 -1.90
C 0.2882 2.6177 -0.4985 -0.72 1.34 3.13
C 0.6354 3.9927 -0.4829 -1.17 0.10 -0.96
N -0.2201 4.9571 -0.0843 -0.14 -1.27 0.44
C -1.4409 4.5227 0.2835 0.67 2.15 0.01
C -1.7404 3.1858 0.3423 -0.43 0.10 0.87
N -0.8323 2.2321 0.2367 1.14 1.47 -3.29
C 4.2929 1.0345 -2.8765 1.85 1.68 -0.73
C 5.0842 0.0839 -3.5364 -1.06 -1.49 -0.06
C 6.3620 0.4041 -3.9835 0.04 0.21 0.91
N 6.9179 1.5896 -3.7710 -0.19 0.35 -0.18
C 6.1777 2.5413 -3.1858 0.25 0.03 0.03
C 4.8805 2.3388 -2.7179 0.44 -0.93 -0.62
H -0.5428 -5.3958 0.1259 0.06 -0.44 -0.09
H -1.8763 -3.2976 0.1088 0.06 -0.18 0.35
H 2.7149 -3.3190 -1.2147 0.70 0.13 -0.31
H 3.3305 -1.3829 -1.9701 -0.80 0.92 -0.56
H 2.4122 2.8827 -2.1266 -0.07 0.09 -0.07
H 1.5663 4.3601 -0.9125 -0.13 -0.23 0.21
H -2.1647 5.3019 0.6638 0.75 -1.02 -0.85
H -2.7694 2.9471 0.5062 -0.41 -0.64 0.74
H 4.7147 -0.9823 -3.6999 0.44 1.66 0.20
H 7.0147 -0.3576 -4.3914 -0.15 0.00 -0.27
H 6.6907 3.5165 -3.0578 -0.52 -0.68 -0.04
H 4.4227 3.2042 -2.2473 -0.20 -0.45 0.07
Cl -1.7428 1.5702 3.7248 -0.75 0.16 -0.12
C -0.3523 2.3247 4.5349 -0.01 -0.63 1.50
Cl 0.8182 2.8171 3.3704 0.64 0.25 -0.44
H 0.0230 1.5060 5.1847 0.11 0.71 -0.54
H -0.6584 3.1821 5.1670 -0.10 -0.57 -0.66
C -4.4095 -1.3075 3.3985 -1.67 0.30 -2.24
C -5.5564 -1.0549 2.5781 1.69 -0.32 -1.11
C -5.4161 -0.8464 1.1923 0.90 0.40 2.22
C -4.0880 -0.7256 0.7262 -0.25 -0.23 0.90
N -3.0293 -1.0198 1.5219 -0.15 -0.57 0.44
C -3.1826 -1.3961 2.8300 -0.22 0.47 -1.23
C -3.8114 -0.2813 -0.6370 -0.08 0.68 -1.13
C -4.8920 0.0240 -1.5318 2.03 -0.54 0.80
C -4.5561 0.3385 -2.8471 -1.06 -0.19 0.48
C -3.2449 0.3001 -3.2830 0.99 -0.33 -0.36
C -2.2061 0.0414 -2.3763 -0.80 0.99 -0.16
C -2.4581 -0.1284 -1.0408 -0.61 -0.52 1.47
H -4.5289 -1.4310 4.4103 -0.32 -0.53 2.22
H -6.5245 -1.0993 3.0065 -0.74 0.15 0.43
H -6.2588 -0.5606 0.5800 0.03 -0.39 0.11
H -2.3231 -1.7642 3.4051 -0.09 0.46 -0.47
H -5.9201 -0.0341 -1.1733 0.31 0.16 -0.52
H -5.4153 0.5616 -3.4564 0.22 0.12 -0.68
H -2.9005 0.4355 -4.3207 -0.80 0.14 0.41
H -1.2085 0.1679 -2.7264 0.79 -0.16 -0.33
C 1.7933 -3.7557 3.8022 -0.15 -0.72 -0.30
O 2.3032 -2.9867 2.6949 -0.67 1.22 0.58
C 1.9213 -1.6552 2.5671 2.87 -1.17 -1.22
S 3.0904 -0.7249 1.7558 -1.21 -0.52 0.55
S 0.4534 -1.1214 3.1621 -0.82 -0.12 1.18
H 2.2520 -4.7610 3.7289 -0.38 0.59 -0.28
H 0.6975 -3.8125 3.7971 0.27 -0.08 -0.17
H 2.0996 -3.3624 4.7608 0.19 0.50 0.16
```
Positions in Å, forces in eV/Å.

Summary:
calculated total energy = -4175.13534 hartree
frontier orbital gap (alpha / beta) = 5.8 / 5.6 eV
molecular weight = 815.890 g/mol
charge = +1
spin multiplicity = 8
HOMO level (alpha / beta) = -0.370 / -0.368 Ha
energy relative to the best compared isomer or geometry (same formula, charge and spin) = 0.00 kcal/mol

2.
# C32H26BF4N4O3STl

A structure of composition C32H26BF4N4O3STl (the ωB97M-V functional and the def2-TZVPD basis, the Open Molecules 2025 dataset).

XYZ file:
```
72
Properties=species:S:1:pos:R:3:forces:R:3
Tl -0.9216 -0.4695 0.1437 -0.23 0.23 0.07
O -1.9552 1.8893 3.9660 0.02 0.03 0.01
C -1.2432 1.4126 3.0554 -0.10 -0.10 0.00
N -1.2578 1.5872 1.7447 0.17 0.04 -0.02
C -2.0137 2.5881 1.1270 0.00 -0.01 0.06
C -2.9001 3.4516 1.7901 -0.01 0.04 0.00
C -3.5653 4.4715 1.1196 0.03 -0.04 -0.05
C -3.3645 4.6491 -0.2398 0.02 -0.02 0.03
C -2.5020 3.7992 -0.9195 -0.03 -0.03 -0.01
C -1.8286 2.7590 -0.2741 0.02 0.10 -0.02
N -1.0571 1.8250 -0.9839 -0.05 -0.16 0.01
C -0.3832 2.1883 -2.0630 0.05 0.01 0.05
O -0.1265 3.3253 -2.5047 -0.02 0.00 -0.03
C 0.1271 1.0222 -2.9143 0.00 -0.02 0.01
C 0.8546 1.3047 -4.0685 0.04 0.03 -0.03
C 1.2215 0.2634 -4.9050 -0.04 0.01 0.04
C 0.8488 -1.0329 -4.5750 -0.05 0.05 -0.07
C 0.1428 -1.2284 -3.3973 -0.04 0.02 -0.04
N -0.1967 -0.2275 -2.5850 -0.02 0.02 -0.01
C -0.1717 0.4464 3.5478 0.09 0.06 -0.03
C -0.5131 -0.4925 4.5240 -0.06 -0.06 -0.01
C 0.4633 -1.3181 5.0406 0.01 -0.01 -0.01
C 1.7709 -1.1661 4.5946 -0.01 0.01 0.02
C 2.0147 -0.2025 3.6336 0.00 0.01 -0.02
N 1.0784 0.5832 3.1067 -0.02 0.03 0.05
H -3.0431 3.3115 2.8492 0.01 -0.02 -0.01
H -4.2381 5.1242 1.6670 0.01 -0.01 0.01
H -3.8696 5.4462 -0.7758 -0.01 -0.01 -0.01
H -2.3350 3.9361 -1.9781 0.03 0.00 0.00
H 1.0881 2.3397 -4.2757 0.00 -0.01 0.00
H 1.7895 0.4599 -5.8081 0.00 0.00 -0.01
H 1.1101 -1.8842 -5.1900 -0.02 -0.02 0.03
H -0.1359 -2.2245 -3.0775 0.00 0.00 -0.01
H -1.5421 -0.5473 4.8519 0.01 0.03 0.01
H 0.2184 -2.0689 5.7832 -0.01 0.00 0.00
H 2.5755 -1.7809 4.9780 0.01 0.00 -0.03
H 3.0252 -0.0528 3.2599 -0.01 -0.01 -0.01
F -0.0746 -3.8739 -1.6928 0.04 -0.23 -0.11
B 0.5722 -4.8683 -2.4631 0.06 -0.08 -0.05
F 1.1008 -4.2658 -3.6369 -0.07 -0.02 0.11
F -0.3272 -5.8866 -2.8127 0.08 0.11 0.04
F 1.6468 -5.4068 -1.7103 -0.09 0.05 -0.05
O 1.6627 -1.3290 0.7968 -0.02 -0.11 -0.02
S 2.9954 -1.6416 0.2147 0.10 0.18 -0.07
C 3.6799 -0.0120 -0.2992 0.03 -0.17 0.02
C 5.1813 0.0203 -0.2561 0.00 0.04 0.01
C 5.9407 0.1956 -1.4072 0.00 0.01 -0.02
C 7.3267 0.2387 -1.3449 0.00 0.01 0.01
C 7.9762 0.1049 -0.1266 -0.02 0.01 -0.01
C 7.2282 -0.0842 1.0291 0.02 0.00 -0.02
C 5.8450 -0.1279 0.9618 -0.04 -0.02 0.00
C 2.6793 -2.3436 -1.4255 0.03 -0.04 0.10
C 3.9341 -2.5159 -2.2247 0.03 -0.01 0.01
C 4.9828 -3.3028 -1.7499 -0.03 0.01 -0.01
C 6.1500 -3.4410 -2.4842 0.01 0.02 -0.02
C 6.2826 -2.8050 -3.7126 -0.02 0.00 0.01
C 5.2370 -2.0338 -4.2001 0.02 -0.01 0.03
C 4.0734 -1.8867 -3.4573 0.01 0.04 -0.02
H 3.2405 0.6509 0.4494 -0.02 0.01 -0.01
H 3.2743 0.2494 -1.2773 0.01 0.03 0.00
H 5.4415 0.2869 -2.3632 -0.01 0.01 0.00
H 7.8989 0.3740 -2.2548 -0.01 0.00 0.00
H 9.0575 0.1500 -0.0765 -0.01 -0.03 0.00
H 7.7253 -0.1950 1.9852 -0.01 0.00 0.00
H 5.2630 -0.2848 1.8637 0.02 0.03 0.00
H 1.9610 -1.6817 -1.9084 0.05 -0.03 0.04
H 2.1869 -3.2966 -1.2231 0.03 0.02 -0.01
H 4.8743 -3.8105 -0.7987 0.00 -0.01 -0.02
H 6.9575 -4.0543 -2.1022 -0.01 0.01 0.01
H 7.1930 -2.9185 -4.2895 -0.01 0.00 0.01
H 5.3268 -1.5427 -5.1622 -0.01 0.00 0.00
H 3.2548 -1.2868 -3.8388 0.06 -0.03 0.04
```
Positions in Å, forces in eV/Å.

Summary:
calculated total energy = -2675.12897 hartree
frontier orbital gap = 5.6 eV
molecular weight = 837.839 g/mol
charge = -2
HOMO level = -0.060 Ha
energy relative to the best compared isomer or geometry (same formula, charge and spin) = 0.00 kcal/mol

3.
# C32H26Br2Cl2HfN5O4Te

A structure of composition C32H26Br2Cl2HfN5O4Te (the ωB97M-V functional and the def2-TZVPD basis, the Open Molecules 2025 dataset).

XYZ file:
```
73
Properties=species:S:1:pos:R:3:forces:R:3
Hf -0.8824 0.2197 0.8260 -0.25 -1.35 1.76
Cl 4.9572 -3.6979 0.7563 1.00 0.11 -0.37
C 3.3426 -3.1538 0.8009 -1.37 -1.83 0.13
C 2.9489 -1.9089 0.4030 -0.96 -0.02 0.71
C 1.6572 -1.4469 0.6889 0.55 -0.90 -0.01
N 1.2942 -0.1152 0.4697 0.88 1.42 0.17
C 2.2869 0.8175 0.8990 -0.89 -1.33 0.18
O 3.1307 0.5618 1.7416 0.04 0.18 -0.17
C 2.2826 2.1928 0.3081 0.12 0.31 0.18
C 2.4734 3.3105 1.1340 -0.30 -0.72 0.76
C 2.3751 4.5749 0.5844 -0.28 -0.24 -0.12
C 2.1120 4.6889 -0.7912 0.80 -0.33 0.49
C 2.1405 3.5021 -1.5162 -0.42 0.87 -1.08
N 2.2002 2.2839 -1.0114 -0.34 -0.28 0.23
C 0.7306 -2.3317 1.2609 1.49 -0.88 -0.27
C 1.0862 -3.6685 1.4761 -1.01 0.12 0.31
C 2.3696 -4.0893 1.2486 0.27 1.34 -0.05
Cl 2.7367 -5.7006 1.6716 0.44 -0.80 0.08
N -0.4421 -1.7848 1.6546 -1.76 2.08 1.45
C -1.0515 -2.0958 2.8497 2.46 -2.95 -1.87
O -0.8722 -3.1835 3.4291 -0.78 1.38 0.06
C -1.8325 -1.0246 3.4322 -0.44 1.76 1.32
C -2.5363 -1.2615 4.5938 0.08 -2.14 0.38
C -3.1192 -0.2184 5.2423 -0.55 1.11 0.66
C -3.0828 1.0604 4.6607 -0.75 -0.51 0.71
C -2.4713 1.2201 3.4449 0.90 -0.73 0.71
N -1.7180 0.2246 2.9479 -0.79 -0.52 -0.56
H 3.6448 -1.2335 -0.0014 0.90 0.69 -0.36
H 2.6104 3.1400 2.2289 -0.07 0.24 -1.13
H 2.4765 5.3965 1.2793 -0.10 0.38 -0.32
H 2.0195 5.6351 -1.3216 -0.04 -0.17 0.29
H 2.0625 3.5515 -2.6093 0.02 0.00 0.32
H 0.3199 -4.3051 1.9447 0.71 0.20 -0.44
H -2.5574 -2.3177 4.9767 0.01 1.29 -0.44
H -3.6200 -0.3752 6.2078 0.22 0.13 -0.49
H -3.5706 1.8901 5.1622 0.00 -0.05 -0.23
H -2.5060 2.1472 2.9154 0.24 0.32 -0.22
C -0.9940 -0.6349 -2.4634 -0.43 0.50 -1.67
C -1.3767 0.7688 -2.2105 0.52 1.47 1.02
C -1.9637 1.5932 -3.1793 0.06 -0.07 -1.10
C -2.3407 2.8717 -2.8817 -0.37 0.53 -0.46
C -2.1440 3.4236 -1.5939 -0.25 0.15 -0.14
C -2.5997 4.7456 -1.2517 1.62 -1.39 2.21
Br -3.6562 5.7818 -2.3761 -0.18 0.31 -0.39
C -2.2933 5.2001 0.0428 -0.75 -0.66 -1.83
C -1.6364 4.3711 0.9648 0.42 -1.12 -0.90
Br -1.4520 5.0390 2.7049 0.26 -0.07 0.36
C -1.1718 3.0558 0.6352 -0.26 1.11 1.54
O -0.5912 2.2312 1.4930 -0.35 0.32 -0.64
C -1.4621 2.5835 -0.6522 -0.83 1.01 -2.49
N -1.1095 1.3035 -1.0110 -0.22 0.71 -1.35
H -0.7043 -0.7203 -3.5400 -0.19 -0.15 0.80
H -1.8343 -1.2885 -2.2378 -0.11 -0.08 0.01
H -0.1693 -0.9070 -1.8603 0.92 -0.49 0.63
H -2.0418 1.2009 -4.2085 -0.19 0.25 0.70
H -2.7945 3.5414 -3.6421 0.35 -0.74 0.48
H -2.6786 6.1820 0.2716 0.21 0.04 0.55
C 2.4058 -1.5568 -3.0239 -0.27 0.83 -0.91
C 2.1450 -3.0321 -2.8920 -0.33 0.22 0.38
O 0.8781 -3.2199 -2.2506 0.20 -0.85 -0.37
C 0.5224 -4.6356 -2.1916 -0.49 1.62 -0.15
C -0.9257 -4.7735 -1.7427 -0.98 0.43 -0.12
H 3.4325 -1.3781 -3.3884 -0.37 -0.12 0.04
H 2.2986 -0.9973 -2.0925 -0.13 -0.18 0.00
H 1.6910 -1.1381 -3.7773 0.61 -0.10 0.62
H 2.9589 -3.4667 -2.3026 -0.12 -0.37 0.05
H 2.1472 -3.4609 -3.9110 -0.06 -0.23 0.34
H 1.2080 -5.1011 -1.5115 0.42 -0.56 0.41
H 0.6613 -5.0050 -3.1996 0.02 -0.51 -0.30
H -1.0797 -4.4126 -0.7014 0.17 -0.22 -0.69
H -1.3390 -5.8005 -1.8271 0.67 0.35 0.19
H -1.6068 -4.1810 -2.4077 0.70 -0.20 0.55
Te -3.3800 -0.6883 0.2278 -0.33 0.10 -0.12
```
Positions in Å, forces in eV/Å.

Summary:
calculated total energy = -8194.46762 hartree
frontier orbital gap = 5.1 eV
molecular weight = 1081.395 g/mol
charge = -1
HOMO level = -0.131 Ha
energy relative to the best compared isomer or geometry (same formula, charge and spin) = 0.00 kcal/mol

4.
# C32H26CeCl2N3O5S

A structure of composition C32H26CeCl2N3O5S (the ωB97M-V functional and the def2-TZVPD basis, the Open Molecules 2025 dataset).

XYZ file:
```
70
Properties=species:S:1:pos:R:3:forces:R:3
Ce 8.7710 16.2859 13.6511 1.06 1.17 -1.68
Cl 13.9943 15.9371 14.7380 1.35 0.11 -1.38
C 12.8357 15.9797 15.9317 -1.96 -0.37 0.44
C 13.2071 15.7899 17.2631 -1.24 -0.23 0.33
C 12.1717 15.6619 18.1884 0.21 0.91 -1.39
Cl 12.6556 15.8137 19.7818 0.38 -0.28 2.47
C 10.7676 15.7918 17.8866 0.53 -0.54 -0.98
C 9.7023 15.6145 18.7967 -1.37 0.54 -2.27
C 8.3798 15.7448 18.3123 0.21 0.38 2.22
C 8.1328 15.8812 16.9683 0.52 0.12 -2.27
N 9.1379 15.9833 16.0589 -0.18 0.04 1.44
C 10.4443 16.0022 16.4995 -0.64 -0.71 1.53
C 11.4807 16.0529 15.5273 0.08 0.35 -1.07
O 11.0984 16.1527 14.2827 -0.56 0.10 0.15
H 14.2788 15.7362 17.5487 -1.04 0.10 -0.12
H 9.8735 15.3031 19.7829 0.31 0.05 1.33
H 7.4929 15.8623 19.0035 1.25 -0.73 -0.72
H 7.1037 15.8523 16.5357 1.02 0.27 0.50
C 6.3555 16.7652 9.0750 0.16 -1.85 -0.75
C 7.7861 17.3599 9.2322 -0.27 1.24 -1.67
C 8.9477 16.4179 9.3180 2.00 -0.34 1.53
C 9.0189 15.2538 8.5467 1.38 -0.02 0.48
C 10.1099 14.3851 8.5689 0.40 0.38 0.43
C 11.2304 14.7182 9.3774 -0.43 -1.56 -0.73
C 11.2946 15.8474 10.1473 -2.63 1.27 0.31
C 12.4933 16.2290 10.9575 0.37 0.41 -0.19
C 13.7315 15.8595 10.1780 1.61 0.75 -0.61
C 10.1025 16.6851 10.2122 -0.05 -1.36 -2.35
N 10.0880 17.6149 11.2091 -1.63 0.41 1.71
C 9.7126 18.8585 11.2498 1.32 -0.12 -0.41
C 9.2877 19.4675 12.4478 -0.34 1.27 0.78
C 8.8820 20.8217 12.6504 0.89 -0.87 -2.00
C 8.3176 20.9443 13.8711 0.22 -0.05 1.28
C 8.4652 19.6990 14.4852 0.39 -1.16 -0.79
N 9.0642 18.7702 13.6266 -1.29 1.03 1.03
H 5.8289 16.4696 9.9994 0.67 0.63 -0.02
H 6.4544 15.7262 8.5668 -0.41 1.88 0.23
H 5.6750 17.4497 8.5174 0.61 -0.63 0.19
H 7.7938 18.0340 10.0807 -0.03 0.16 0.12
H 8.0373 18.0250 8.2846 -0.74 -1.07 1.72
H 8.2587 14.9684 7.8726 -1.06 0.08 -0.52
H 10.0519 13.4775 7.9272 0.35 0.71 0.75
H 12.0459 13.9982 9.4946 -0.25 0.20 -0.47
H 12.4474 15.8968 11.9819 0.01 -0.64 0.39
H 12.5474 17.3055 11.0740 -0.38 0.33 -0.04
H 13.7810 14.7959 9.9031 0.14 0.51 -0.05
H 14.7191 16.1570 10.6193 -0.93 -0.44 0.27
H 13.7109 16.5281 9.2791 -0.05 -1.03 0.21
H 9.8878 19.5540 10.3966 -0.53 -0.57 0.20
H 9.0283 21.6789 12.0220 0.00 -0.10 -0.69
H 7.9620 21.9088 14.2121 -0.17 -0.44 0.52
H 8.1294 19.4313 15.4762 0.07 -0.27 -0.06
O 6.8888 16.6561 12.1990 1.06 -0.31 0.72
S 5.9626 17.1203 13.3109 -2.57 2.59 -0.89
O 4.7359 16.3558 13.3690 0.66 0.05 -0.18
O 5.7713 18.5859 13.2416 0.47 -2.27 0.16
O 6.8049 16.7700 14.5415 1.15 -0.34 0.83
C 9.0145 13.8901 13.3989 0.00 0.11 0.07
C 9.3788 12.7257 13.4415 -0.81 -0.11 -0.15
C 9.7855 11.3566 13.5055 1.40 -0.86 1.26
C 11.1680 11.1030 13.4055 0.81 0.33 -0.82
C 11.6896 9.8059 13.5418 -0.17 1.56 0.21
C 10.8745 8.7863 13.9930 0.82 -1.97 -0.62
C 9.5139 8.9547 14.0859 -0.84 1.55 0.38
C 9.0033 10.2509 13.9041 -0.57 0.11 -0.94
H 11.8641 11.9576 13.1603 -0.92 -1.08 0.20
H 12.7409 9.6894 13.3050 -0.03 -0.32 0.34
H 11.3032 7.7735 14.1405 -0.26 0.74 -0.09
H 8.7984 8.1678 14.3417 0.53 0.14 -0.03
H 7.9323 10.3954 13.9364 -0.11 0.04 0.23
```
Positions in Å, forces in eV/Å.

Summary:
calculated total energy = -3569.25266 hartree
frontier orbital gap (alpha / beta) = 5.6 / 5.6 eV
molecular weight = 775.665 g/mol
charge = -1
HOMO level (alpha / beta) = -0.177 / -0.177 Ha
energy relative to the best compared isomer or geometry (same formula, charge and spin) = 43.79 kcal/mol